46
Properties=species:S:1:pos:R:3:forces:R:3:lowdin_charge:R:1 method="wB97M-V/def2-TZVPD" lumo_ev=-4.297 homo_energy_ev=-13.3 charge=+1 homo_lumo_gap_ev=8.959
Ba 3.0991 2.9212 -1.2436 -2.0437 -2.0333 0.2773 1.85
F 0.7810 1.7429 -1.7826 1.7318 0.8654 0.3154 -0.74
O 3.4852 0.1362 -0.7817 0.3128 0.9895 -0.3321 -0.47
S 3.3149 -1.1835 -1.3583 -0.8614 -0.8341 -0.0938 0.56
O 4.4319 -1.9390 -1.7755 0.6624 0.1382 -0.1917 -0.22
O 2.5760 -2.0588 -0.2959 0.1308 0.1376 0.2570 -0.23
C 1.6008 -1.4089 0.5595 -0.3978 0.3145 0.5556 -0.26
C 0.6084 -2.4595 0.9850 -0.0832 -0.0514 -0.0457 -0.04
C 2.1047 -1.1156 -2.6455 -0.2145 0.3493 0.4935 -0.10
H 1.1327 -0.5706 0.0318 -0.0352 -0.1894 -0.1539 0.09
H 2.1086 -0.9680 1.4216 0.2064 -0.1461 -0.1333 0.12
H -0.1800 -2.0340 1.6072 0.0140 0.1797 -0.1123 0.08
H 1.0870 -3.2328 1.5836 0.0916 -0.0731 -0.1487 0.09
H 0.1561 -2.9034 0.0985 -0.0875 -0.1160 0.0937 0.09
H 2.1170 -2.0477 -3.1987 0.2183 0.0052 -0.1079 0.09
H 2.2828 -0.2258 -3.2413 0.0301 -0.1325 -0.2381 0.07
H 1.1417 -1.0033 -2.1484 -0.0206 0.1251 -0.0930 0.05
N 2.2684 2.0981 1.3704 0.1148 -0.3252 -0.7145 -0.10
C 0.9468 1.9140 1.4839 -0.3609 1.0911 0.1124 -0.17
C 0.3156 1.6992 2.6952 -0.0721 0.1029 0.0516 -0.04
C 1.0897 1.5930 3.8331 0.3118 -0.0663 0.2266 -0.03
C 2.4715 1.6384 3.7007 0.0704 0.0823 0.0116 -0.04
C 3.0186 1.8768 2.4528 -0.0060 0.2432 0.3028 -0.15
H 0.3194 2.1468 0.6269 0.3019 -0.3374 -0.2659 0.09
H -0.7631 1.7397 2.7285 -0.0209 -0.2640 0.0554 0.11
H 0.6581 1.5127 4.8221 -0.1326 -0.0839 -0.0725 0.12
H 3.1233 1.5826 4.5616 -0.0280 -0.1553 -0.0099 0.12
H 4.0958 1.9620 2.3504 -0.0493 0.0164 -0.0941 0.11
C -2.1834 0.1238 -1.3219 -0.2243 0.5891 -0.4593 -0.04
C -2.1979 -0.7784 -2.5371 -0.5270 -0.7172 -0.1925 -0.43
C -1.6062 -0.0809 -3.7562 0.9247 0.5543 0.4287 -0.32
F -1.5339 -0.9044 -4.8106 -0.2865 -0.0989 -0.1258 0.12
F -2.3550 1.0097 -4.0590 -0.1330 -0.2652 -0.1611 0.10
F -1.4355 -1.8942 -2.2976 0.1060 0.0949 0.0056 0.10
F -3.4397 -1.2199 -2.8285 0.0642 0.1777 0.0423 0.15
O -3.3292 -0.1271 -0.5239 0.2202 -0.5091 0.0121 0.07
C -3.2607 0.3907 0.7091 -0.1269 0.1119 -0.1435 -0.55
C -4.4440 -0.1522 1.5144 -0.0940 0.5663 0.5577 -0.28
F -4.4510 -1.4889 1.4547 -0.0247 -0.0993 -0.0279 0.13
F -4.2820 0.2236 2.8115 0.0969 -0.0621 -0.0971 0.09
F -2.0823 0.0934 1.3266 -0.0724 -0.0392 0.1114 0.11
F -3.3123 1.7558 0.6637 0.0178 -0.1508 0.2352 0.13
H -2.2350 1.1541 -1.6765 0.2635 0.0552 0.1509 0.15
H -1.2644 -0.0642 -0.7756 0.0982 0.1398 0.0012 0.13
H -0.5947 0.2672 -3.5038 -0.0804 0.0380 -0.0717 0.15
H -5.3850 0.2793 1.1691 -0.0057 -0.2176 -0.2117 0.18

=====

20
Properties=species:S:1:pos:R:3:forces:R:3:lowdin_charge:R:1 method="wB97M-V/def2-TZVPD" lumo_ev=1.236 homo_energy_ev=-9.1 smiles=CCCN1C[C@H]1C charge=0 relative_energy_kcal_mol=20.3 homo_lumo_gap_ev=10.321
C -0.3097 1.6600 2.4123 -0.0248 0.0086 0.0674 -0.12
C -0.0732 1.2926 0.9516 0.0416 0.0000 -0.0287 -0.25
C -1.0050 0.2066 0.4197 -0.0441 0.0379 0.1249 -0.24
N -0.5591 -0.1672 -0.9122 -0.0135 0.0873 0.0521 -0.10
C -0.8800 -1.4926 -1.4062 -0.1510 -0.1844 -0.0974 -0.11
C 0.4971 -1.1580 -0.9589 0.2098 -0.0370 0.0487 -0.36
C 1.6518 -0.8930 -1.8891 0.0107 -0.0084 -0.0542 -0.06
H -0.2306 0.7785 3.0599 -0.0193 0.1217 -0.0895 0.07
H -1.3012 2.1007 2.5657 0.1134 -0.0791 -0.0316 0.07
H 0.4343 2.3881 2.7528 -0.1377 -0.0941 -0.0355 0.07
H -0.1740 2.1767 0.3111 0.0250 -0.1130 0.0889 0.11
H 0.9597 0.9405 0.8263 -0.1339 0.0348 0.0320 0.10
H -2.0371 0.5753 0.3573 0.1436 -0.0355 0.0097 0.12
H -1.0106 -0.6600 1.1106 0.0294 0.1054 -0.1204 0.12
H -1.1150 -1.5521 -2.4677 0.0573 0.0099 0.1706 0.10
H -1.4672 -2.1571 -0.7701 0.0913 0.1392 -0.0571 0.11
H 0.7752 -1.5927 0.0064 -0.0553 0.0907 -0.1332 0.14
H 2.1920 -1.8141 -2.1330 -0.0838 0.1054 0.0263 0.07
H 1.2948 -0.4348 -2.8161 0.0322 -0.0849 0.1125 0.08
H 2.3579 -0.1973 -1.4202 -0.0908 -0.1046 -0.0854 0.07

=====

32
Properties=species:S:1:pos:R:3:forces:R:3:lowdin_charge:R:1 method="wB97M-V/def2-TZVPD" lumo_ev="3.202 / 3.223" homo_energy_ev="-4.0 / -3.8" charge=-1 relative_energy_kcal_mol=67.5 homo_lumo_gap_ev="7.250 / 7.065"
C 0.9054 -2.6001 0.0927 1.3457 0.2484 -1.1102 -0.11
C 0.7416 1.7475 1.4182 -2.0026 0.3581 1.9878 -0.11
C 2.1349 1.2674 -0.4728 0.0520 -0.4642 -3.6071 -0.10
C -2.3147 -0.3303 -0.7951 -1.4071 -1.6876 -3.0954 -0.09
C -0.9524 1.3405 -2.0217 -0.4644 -0.2835 1.0247 -0.05
C 0.5007 -1.4254 -0.8774 0.0553 -2.3828 -1.2232 -0.21
C 1.1530 0.6377 0.4836 0.5179 -1.2951 0.4702 -0.40
C -1.1273 0.5200 -0.7098 0.0640 2.5460 0.5061 -0.45
C 0.0693 -0.1559 -0.2500 0.7733 -0.1219 2.0813 -0.23
O -2.0114 -2.0058 2.2929 0.7206 -0.0465 -0.9173 -0.45
O 0.2511 -1.4052 3.1217 -1.1600 0.9054 -1.3229 -0.44
O -1.6257 0.2292 3.0006 0.3132 1.1203 -0.1724 -0.43
S -0.9851 -0.9335 2.3839 0.2101 -2.0558 1.8570 0.52
H 1.8284 -2.3147 0.6121 -0.7109 0.0234 0.8143 0.06
H 1.2773 -3.4851 -0.4523 -0.3022 0.3250 -0.5435 0.06
H 0.0790 -2.9953 0.6718 0.0602 0.6021 0.5837 0.05
H 0.4124 2.6480 0.9002 -0.7902 -0.1526 -0.3744 0.07
H 0.0007 1.4174 2.2295 0.5915 0.5171 -1.5949 0.07
H 1.4742 2.2287 2.0547 1.2726 -0.6225 -0.0973 0.07
H 2.4190 0.7164 -1.4822 -0.9107 0.7147 1.9698 0.11
H 3.0242 1.3105 0.0344 2.5338 0.3579 1.1889 0.03
H 1.9120 2.3069 -0.7748 -0.3228 -0.4358 0.1702 0.07
H -3.0883 0.3543 -1.1812 -0.3944 -0.6328 0.3718 0.08
H -2.5983 -0.8772 0.0770 -0.2030 0.0379 0.8195 0.05
H -2.2042 -1.1636 -1.6312 -0.1243 1.6351 1.4210 0.11
H -1.7161 2.0908 -1.9094 -0.8651 0.1273 -0.9825 0.07
H -0.0984 1.9289 -1.9079 1.8193 0.8002 0.0082 0.03
H -0.8835 0.8258 -2.9703 -0.4180 -0.3025 -0.1455 0.08
H -0.3035 -1.9652 -1.5026 0.9734 1.5079 0.5719 0.12
H 1.3857 -1.2114 -1.5819 -1.0418 -0.3979 0.8051 0.12
H 1.7122 -0.1032 1.1481 -0.6149 0.6696 -0.9879 0.14
H -1.3720 1.4019 -0.0009 0.4295 -1.6147 -0.4769 0.16